Computed, not measured: a cluster of 12 separate species, F6H22O11P in total, with wB97M-V/def2-TZVPD.

DFT total energy, eV: -48483.402
LUMO, Ha: 0.1016
Relative energy (zero: lowest compared OMol25 entry of this formula, charge and spin), kcal/mol: 18.9
Charge: -1
Maximum force, eV Å⁻¹: 0.871

Geometry as XYZ:
```
40
F6H22O11P | the Open Molecules 2025 dataset | wB97M-V/def2-TZVPD
P -0.166 0.177 0.600
F -0.055 1.563 -0.230
F 0.810 -0.555 -0.482
F 1.195 0.614 1.389
F -0.238 -1.241 1.357
F -1.058 0.924 1.722
F -1.474 -0.235 -0.271
O -1.742 -0.416 4.061
H -1.760 0.080 4.885
H -0.841 -0.306 3.735
O 1.794 1.100 4.057
H 2.634 0.632 4.074
H 1.489 1.013 3.140
O -0.309 -2.028 -3.130
H -0.735 -2.595 -2.481
H 0.387 -1.568 -2.639
O 1.935 -2.578 3.433
H 1.603 -2.362 2.552
H 1.613 -3.469 3.602
O -2.569 -2.679 -1.047
H -2.170 -1.931 -0.576
H -1.991 -3.425 -0.856
O 2.423 -2.210 -3.199
H 2.368 -1.910 -2.285
H 2.157 -1.445 -3.737
O -2.139 3.670 1.765
H -1.957 2.797 2.128
H -1.601 3.713 0.969
O 0.923 0.245 -3.633
H -0.037 0.405 -3.521
H 1.340 0.855 -3.018
O -1.350 1.809 -3.540
H -1.517 1.993 -2.594
H -1.317 2.682 -3.940
O 3.637 -0.312 0.297
H 4.035 0.320 -0.311
H 2.688 -0.087 0.313
O -2.478 2.583 -0.958
H -2.105 1.771 -0.565
H -3.419 2.407 -1.067
```

Atomic partial charges in e from the Mulliken method, atoms 1 to 8: atom 1 (P): 1.413, atom 2 (F): -0.427, atom 3 (F): -0.293, atom 4 (F): -0.498, atom 5 (F): -0.464, atom 6 (F): -0.170, atom 7 (F): -0.367, atom 8 (O): -0.636